Entry 1:
A molecular structure, C3H6INO at a distorted geometry, computed with ωB97M-V/def2-TZVPD.

**Multiplicity**: 1
**Charge**: 0
**F_max**: 4.69 eV Å⁻¹
**Highest occupied orbital energy**: -8.855 eV

Last column: Löwdin charge in e.
Element x y z (Å)
C1 -1.05 -0.79 -0.24  -0.125
C2 0.74 1.00 0.18  -0.261
C3 0.75 -0.50 0.38  -0.647
N1 -1.14 0.35 -1.04  -0.156
O1 -0.54 1.42 -0.47  -0.144
I1 0.89 -1.11 2.45  0.746
H1 -1.00 -1.77 -0.75  0.103
H2 -1.60 -0.69 0.82  0.117
H3 0.65 1.47 1.17  0.077
H4 1.59 1.49 -0.30  0.111
H5 1.54 -0.95 -0.21  0.041
H6 -0.83 0.08 -1.99  0.138

---

Entry 2:
A single C3H6INO2 molecule at a distorted geometry, computed with ωB97M-V/def2-TZVPD.

**Multiplicity**: 1
**Charge**: 0
**F_max**: 3.05 eV Å⁻¹
**Highest occupied orbital energy**: -9.967 eV

Last column: Löwdin charge in e.
Element x y z (Å)
C1 1.56 0.33 0.06  -0.096
C2 0.15 0.85 0.33  -0.326
C3 -0.91 0.07 -0.41  -0.640
I1 -2.88 0.85 -0.08  0.871
N1 -0.98 -1.50 -0.01  -0.450
O1 -0.46 -2.23 -0.80  0.081
O2 -1.51 -1.77 1.02  0.030
H1 1.70 -0.65 0.50  0.076
H2 2.29 1.01 0.49  0.076
H3 1.74 0.25 -1.01  0.080
H4 0.08 1.88 -0.03  0.106
H5 -0.06 0.86 1.40  0.109
H6 -0.72 0.05 -1.48  0.084

---

Entry 3:
2 unconnected molecules or ions with the total composition C3H6INO2 at a distorted geometry, computed with ωB97M-V/def2-TZVPD.

**Multiplicity**: 1
**Charge**: 0
**F_max**: 4.22 eV Å⁻¹
**Highest occupied orbital energy (spin up / spin down)**: -7.517 / -7.518 eV

Last column: Löwdin charge in e.
Element x y z (Å)
C1 -1.14 1.44 1.11  -0.392
C2 1.37 -0.79 -1.93  -0.166
C3 -0.21 -0.46 -0.21  -0.648
N1 -0.88 1.24 2.36  0.121
O1 -1.58 2.17 0.32  0.141
O2 1.10 -0.50 -0.65  -0.332
I1 -0.64 -2.09 1.15  0.698
H1 2.41 -0.47 -2.14  0.090
H2 0.59 -0.20 -2.58  0.125
H3 1.38 -1.92 -1.99  0.103
H4 -1.02 -0.67 -1.00  0.040
H5 -0.52 0.20 2.56  0.071
H6 -0.87 2.06 3.01  0.146

---

Entry 4:
2 unconnected molecules or ions with the total composition C3H6IO2P at a distorted geometry, computed with ωB97M-V/def2-TZVPD.

**Multiplicity**: 3
**Charge**: 0
**F_max**: 4.79 eV Å⁻¹
**Highest occupied orbital energy (spin up / spin down)**: -6.907 / -9.383 eV

Last column: Löwdin charge in e.
Element x y z (Å)
C1 2.09 -2.18 -1.69  -0.649
C2 0.84 0.67 1.61  -0.163
C3 -0.83 -0.56 -1.87  -0.412
O1 3.14 -2.35 -2.17  -0.020
O2 0.00 0.32 0.54  -0.494
P1 0.42 0.35 -1.03  0.834
I1 1.02 -3.79 -0.66  0.666
H1 0.89 1.70 1.74  0.066
H2 1.73 0.34 1.33  0.013
H3 0.65 0.20 2.58  0.101
H4 -1.86 -0.06 -1.85  0.069
H5 -0.77 -1.60 -1.72  -0.064
H6 -0.53 -0.56 -2.96  0.054

---

Entry 5:
A single C3H6N2 molecule at a distorted geometry, computed with ωB97M-V/def2-TZVPD.

**Multiplicity**: 1
**Charge**: 0
**F_max**: 1.10 eV Å⁻¹
**Highest occupied orbital energy**: -9.791 eV

Last column: Löwdin charge in e.
Element x y z (Å)
C1 1.23 -0.58 -0.21  -0.135
N1 0.52 0.30 0.71  -0.135
C2 -0.69 0.88 0.17  -0.240
C3 -1.66 -0.11 -0.37  -0.213
N2 -2.38 -0.92 -0.78  0.135
H1 0.73 -1.55 -0.37  0.078
H2 2.24 -0.77 0.17  0.077
H3 1.32 -0.09 -1.18  0.084
H4 0.31 -0.19 1.57  0.108
H5 -1.19 1.46 0.94  0.120
H6 -0.43 1.57 -0.64  0.120

---

Entry 6:
A single C3H6N2 molecule at a distorted geometry, computed with ωB97M-V/def2-TZVPD.

**Multiplicity**: 1
**Charge**: 0
**F_max**: 1.31 eV Å⁻¹
**Highest occupied orbital energy (spin up / spin down)**: -7.945 / -7.946 eV

Last column: Löwdin charge in e.
Element x y z (Å)
C1 -0.15 -0.66 0.61  -0.245
N1 1.14 -0.10 0.35  -0.037
N2 -1.25 0.14 0.92  0.031
C2 1.22 0.63 -0.77  -0.237
C3 0.33 0.41 -1.70  -0.044
H1 1.94 -0.65 0.63  0.121
H2 -1.42 0.31 1.90  0.084
H3 -1.34 0.96 0.34  0.078
H4 -0.09 -1.50 1.30  0.106
H5 -0.33 -0.55 -1.10  0.114
H6 -0.06 1.03 -2.49  0.030

---

Entry 7:
A single C3H6N2 molecule at a distorted geometry, computed with ωB97M-V/def2-TZVPD.

**Multiplicity**: 1
**Charge**: 0
**F_max**: 5.59 eV Å⁻¹
**Highest occupied orbital energy**: -9.227 eV

Last column: Löwdin charge in e.
Element x y z (Å)
H1 -1.74 1.80 0.23  0.083
N1 -0.76 1.56 -0.25  0.076
C1 -0.59 0.26 -0.19  -0.601
N2 -1.57 -0.70 -0.03  0.018
C2 0.73 -0.43 -0.34  -0.158
C3 1.93 0.23 0.09  -0.003
H2 -1.26 -1.64 0.63  0.185
H3 -2.61 -0.49 0.15  0.117
H4 0.95 -1.46 -0.75  0.100
H5 2.87 -0.41 -0.23  0.070
H6 2.05 1.30 0.69  0.114

---

Entry 8:
A single C3H6N2 molecule, computed with ωB97M-V/def2-TZVPD.

**Multiplicity**: 1
**Charge**: 0
**F_max**: 0.63 eV Å⁻¹
**Highest occupied orbital energy**: -8.375 eV

Last column: Löwdin charge in e.
Element x y z (Å)
C1 1.38 -0.27 0.00  -0.263
N1 0.69 -1.35 -0.01  0.015
C2 -0.72 -0.92 0.00  -0.206
C3 -0.73 0.64 -0.01  -0.171
N2 0.70 0.91 0.00  -0.014
H1 2.46 -0.26 0.00  0.116
H2 -1.24 -1.35 -0.86  0.099
H3 -1.21 -1.32 0.90  0.099
H4 -1.21 1.05 -0.91  0.103
H5 -1.24 1.05 0.87  0.101
H6 1.11 1.82 0.01  0.121

---

Entry 9:
A single C3H6N2 molecule at a distorted geometry, computed with ωB97M-V/def2-TZVPD.

**Multiplicity**: 1
**Charge**: 0
**F_max**: 7.16 eV Å⁻¹
**Highest occupied orbital energy**: -9.768 eV

Last column: Löwdin charge in e.
Element x y z (Å)
H1 -2.70 -0.09 0.47  -0.019
N1 -2.15 0.11 -0.28  0.111
C1 -1.02 -0.19 0.33  -0.180
N2 0.31 -0.33 -0.45  -0.084
C2 1.07 0.89 0.02  -0.142
C3 1.54 -0.56 0.05  -0.251
H2 -0.74 -0.20 1.44  0.136
H3 1.61 1.74 -0.62  0.129
H4 1.23 1.36 1.00  0.085
H5 1.58 -0.96 1.05  0.083
H6 2.29 -1.16 -0.59  0.134

---

Entry 10:
A single C3H6N2 molecule at a distorted geometry, computed with ωB97M-V/def2-TZVPD.

**Multiplicity**: 1
**Charge**: 0
**F_max**: 3.24 eV Å⁻¹
**Highest occupied orbital energy**: -8.605 eV

Last column: Löwdin charge in e.
Element x y z (Å)
H1 2.53 -1.19 0.08  0.022
N1 2.68 -0.20 -0.05  0.058
C1 1.58 0.46 -0.10  -0.310
N2 0.38 -0.18 0.07  -0.033
C2 -0.88 0.40 0.02  -0.240
C3 -2.06 -0.24 -0.10  -0.026
H2 1.42 1.59 -0.19  0.139
H3 0.51 -1.17 0.29  0.147
H4 -0.97 1.57 0.28  0.154
H5 -3.04 0.24 0.01  0.049
H6 -2.16 -1.29 -0.30  0.041

---

Entry 11:
2 unconnected molecules or ions with the total composition C3H6N2 at a distorted geometry, computed with ωB97M-V/def2-TZVPD.

**Multiplicity**: 1
**Charge**: 0
**F_max**: 4.11 eV Å⁻¹
**Highest occupied orbital energy**: -8.568 eV

Last column: Löwdin charge in e.
Element x y z (Å)
N1 3.08 1.03 -0.79  0.135
C1 2.36 0.09 -0.49  -0.201
C2 1.59 -0.83 -0.14  -0.179
N2 0.96 -1.91 -0.01  0.133
H1 3.88 0.87 -1.41  0.074
H2 0.17 -1.86 0.62  0.036
C3 -2.39 0.46 0.41  -0.041
H3 -1.80 1.14 1.07  0.037
H4 -1.78 -0.37 0.07  -0.004
H5 -3.23 0.30 1.04  0.000
H6 -2.83 1.08 -0.35  0.008

---

Entry 12:
2 unconnected molecules or ions with the total composition C3H6N2 at a distorted geometry, computed with ωB97M-V/def2-TZVPD.

**Multiplicity**: 1
**Charge**: 0
**F_max**: 5.47 eV Å⁻¹
**Highest occupied orbital energy (spin up / spin down)**: -7.951 / -7.801 eV

Last column: Löwdin charge in e.
Element x y z (Å)
C1 -3.03 -0.53 0.01  -0.044
C2 0.96 -0.07 -0.82  -0.041
C3 1.74 -1.01 -0.11  -0.282
N1 -2.02 0.10 0.41  -0.181
N2 -1.03 0.60 0.67  0.199
H1 -3.12 -1.53 0.20  0.034
H2 -3.62 -0.11 -0.80  0.071
H3 1.33 0.95 -0.74  -0.018
H4 1.80 -0.72 1.06  0.129
H5 2.73 -1.26 -0.35  0.039
H6 1.15 -2.05 -0.26  0.094

---

Calculated energy relative to the best compared isomer or geometry (same formula, charge and spin) (kcal per mole), listed in the same order as above: 69.49 73.63 97.13 0.00 18.22 115.84 64.57 12.87 99.42 34.87 80.22 163.48